Computed, not measured: an isolated molecule of C8H6N2O in a non-equilibrium geometry, with ωB97M-V/def2-TZVPD.

ΔE to the lowest compared entry with this formula, charge and spin = 243.8 kJ/mol
HOMO level = -8.6540 eV
net charge = 0
multiplicity = 1
LUMO energy = 0.2 eV
structure (SMILES) = c1ccc(-c2ncco2)nc1

Cartesian coordinates (Å):
C: 1.472 1.228 2.024
C: 0.424 1.398 2.845
C: -0.836 0.837 2.411
C: 0.022 0.121 0.397
C: 1.318 0.622 0.686
C: -0.259 -0.486 -0.819
C: -0.934 -1.652 -2.521
C: 0.090 -0.885 -2.921
H: 2.538 1.509 2.317
H: 0.558 2.020 3.830
H: -1.683 1.026 3.039
H: 2.210 0.782 -0.067
H: -1.569 -2.556 -3.048
H: 0.698 -0.730 -3.954
N: -1.017 0.311 1.250
N: -1.128 -1.422 -1.163
O: 0.560 -0.172 -1.918

Atomic partial charges in e from the natural (NBO) method, atoms 1 to 5:
1 C -0.1866
2 C -0.2625
3 C 0.0713
4 C 0.0775
5 C -0.2077